Computed, not measured: a 9-piece molecular cluster, C54H81BCl3FN10O5S overall, with ωB97M-V/def2-TZVPD.

ORCA input file:
```
! RIJCOSX wB97M-V def2-TZVPD def2/J DEFGRID3
* xyz 0 1
C 4.53309 -3.30239 -0.66353
C 3.09547 -2.88586 -0.26907
C 2.97705 -1.35679 -0.05575
Cl 2.04025 -0.73437 -1.50365
C 2.59790 -0.72004 1.32562
C 3.58403 0.50846 1.43313
C 3.60568 1.48279 0.26233
F 3.53439 1.25257 2.58936
C 1.09612 -0.42575 1.70018
Cl 1.08646 0.16177 3.45374
C 0.51271 0.78295 0.90679
N 0.60131 2.10300 1.56642
C -0.00210 3.14891 0.70128
C 0.10367 -1.66771 1.78480
C -1.20428 -1.21163 2.46553
C -2.43062 -2.12219 2.39954
N -3.65552 -1.26584 2.41909
C -4.84219 -2.15660 2.43793
C -5.21406 -2.64930 1.03993
C -3.72534 -0.50695 3.64198
C -4.39418 0.84248 3.52381
O -3.30055 -0.90661 4.70734
B -0.37883 -1.94701 0.25279
C -1.59790 -1.23513 -0.48045
O 0.22341 -2.90516 -0.52489
C 0.70908 -2.92350 2.48936
Cl 0.12080 -3.09273 4.21879
C 0.46378 -4.28691 1.84729
C -0.93173 -4.83298 1.56863
C -1.72736 -5.37795 2.75572
C -0.66542 -6.07989 0.66557
O 2.15307 -2.98427 2.70664
S 3.25526 -1.87478 2.59282
O 4.44062 -2.46927 2.04003
O 3.49278 -1.23688 3.84605
H 5.28230 -2.67939 -0.18880
H 4.68747 -4.34412 -0.39644
H 4.63372 -3.24108 -1.74744
H 2.79514 -3.50806 0.56050
H 2.48098 -3.18437 -1.11043
H 3.97767 -1.02058 -0.30873
H 4.57259 0.03949 1.43334
H 3.97024 1.02891 -0.65571
H 2.67886 2.00222 0.04158
H 4.34147 2.24712 0.51580
H 1.00681 0.89039 -0.05781
H -0.54564 0.68924 0.70580
H 1.57060 2.36563 1.67582
H 0.75415 3.88812 0.43656
H -0.43497 2.74105 -0.20669
H -0.75079 3.68486 1.28194
H -1.51093 -0.24227 2.08188
H -1.06051 -1.01866 3.52103
H -2.48223 -2.74813 3.29074
H -2.55982 -2.73209 1.50995
H -5.66934 -1.55433 2.82300
H -4.71741 -2.97339 3.15328
H -4.78869 -3.64172 0.87663
H -4.76563 -1.99755 0.29372
H -6.28806 -2.73919 0.91156
H -3.82594 1.59294 4.06156
H -5.39104 0.75498 3.95847
H -4.54180 1.12372 2.48472
H -2.36500 -1.98890 -0.67431
H -1.26790 -0.87427 -1.46051
H -2.08934 -0.41397 0.03086
H 0.18611 -2.67072 -1.45495
H 1.03131 -4.36319 0.92493
H 0.94723 -5.00493 2.51267
H -1.53194 -4.22802 0.88744
H -1.15148 -6.20045 3.18694
H -2.64171 -5.83065 2.37594
H -1.92438 -4.67470 3.55658
H -0.21671 -5.70219 -0.25604
H -1.59505 -6.59520 0.45927
H 0.07487 -6.71172 1.15425
C -4.51515 -5.92658 -1.75725
C -5.10299 -4.63283 -1.82449
C -4.08337 -3.71653 -1.80803
N -2.90484 -4.40614 -1.73030
C -3.16004 -5.74984 -1.70290
H -5.02876 -6.87276 -1.74859
H -6.15562 -4.40803 -1.87693
H -4.09425 -2.63921 -1.84330
H -1.99063 -3.99205 -1.69701
H -2.35596 -6.46102 -1.64801
C 5.59614 -1.47320 -5.73573
C 4.67483 -1.93400 -4.75593
C 4.48337 -0.91644 -3.85947
N 5.25790 0.14024 -4.26202
C 5.93588 -0.19044 -5.40455
H 5.96519 -2.02148 -6.58578
H 4.20599 -2.90338 -4.71598
H 3.86260 -0.85999 -2.97608
H 5.31982 1.02319 -3.79348
H 6.59759 0.51223 -5.88071
C -0.03947 3.26104 -4.65282
C -1.24068 3.52975 -3.94144
C -1.23717 2.74322 -2.82169
N -0.08104 2.00886 -2.82991
C 0.65483 2.32031 -3.94181
H 0.27652 3.70768 -5.58027
H -2.01761 4.22055 -4.22181
H -1.95537 2.64284 -2.02576
H 0.18844 1.34264 -2.12986
H 1.60374 1.84636 -4.13009
C -6.52710 -0.03327 -4.55167
C -7.71834 0.28639 -3.84597
C -7.88307 -0.66123 -2.87170
N -6.84021 -1.54260 -2.96289
C -6.00790 -1.16443 -3.98226
H -6.10226 0.50689 -5.38081
H -8.37635 1.11851 -4.03404
H -8.64896 -0.78403 -2.12520
H -6.70447 -2.34266 -2.37431
H -5.12231 -1.73162 -4.21314
C -9.38439 3.84594 -7.74245
C -9.27358 4.43317 -6.45282
C -9.80114 3.54549 -5.55452
N -10.22874 2.44736 -6.25059
C -9.97516 2.62150 -7.58347
H -9.06582 4.27368 -8.67797
H -8.85418 5.39572 -6.21353
H -9.90899 3.60016 -4.48478
H -10.66087 1.63826 -5.84586
H -10.23587 1.86282 -8.30093
C 8.07614 5.28731 -0.92737
C 8.00662 4.46937 0.23350
C 7.18455 3.41643 -0.05900
N 6.74771 3.57127 -1.34997
C 7.29045 4.70766 -1.88629
H 8.63845 6.19833 -1.04267
H 8.50385 4.63737 1.17382
H 6.87213 2.57545 0.53704
H 6.12646 2.94858 -1.82798
H 7.07149 5.00409 -2.89765
C 6.92995 6.27207 3.96347
C 6.84169 5.47315 5.13715
C 6.00047 4.43065 4.85941
N 5.57937 4.56689 3.56455
C 6.14232 5.68562 3.01011
H 7.50486 7.17413 3.83582
H 7.33566 5.64799 6.07808
H 5.66351 3.61063 5.46880
H 4.94935 3.94170 3.09777
H 5.93468 5.96649 1.99197
C 3.80377 2.92189 7.93342
C 2.84847 3.94470 7.68600
C 2.15887 3.59315 6.55606
N 2.66394 2.40331 6.11022
C 3.66288 1.98469 6.94459
H 4.51182 2.87974 8.74401
H 2.68636 4.83429 8.27088
H 1.35714 4.08569 6.03321
H 2.35132 1.90758 5.29517
H 4.18340 1.05949 6.76281
*
```

Its SMILES is CC[C@@H](Cl)[C@@]1([C@@H](C)F)[C@@](Cl)(CNC)[C@@](CCN(CC)C(C)=O)(B(C)O)[C@@](Cl)(CC(C)C)OS1(=O)=O.c1cc[nH]c1.c1cc[nH]c1.c1cc[nH]c1.c1cc[nH]c1.c1cc[nH]c1.c1cc[nH]c1.c1cc[nH]c1.c1cc[nH]c1. For the molecular weight, the calculation gives 1118.543 g/mol.

Results of the Löwdin charge analysis, in e, for atoms 1 through 6:
1. C -0.07
2. C -0.27
3. C -0.48
4. Cl 0.79
5. C -0.32
6. C -0.34

Computed, not measured: a 10-piece molecular cluster, C54H83FN10O2S overall, with ωB97M-V/def2-TZVPD.

ORCA input file:
```
! RIJCOSX wB97M-V def2-TZVPD def2/J DEFGRID3
* xyz 0 1
C 5.44275 -4.98509 -1.84396
C 4.88553 -3.56795 -1.72819
C 5.22892 -2.89210 -0.38755
C 5.91085 -1.51651 -0.48497
C 5.34935 -0.56395 -1.53984
C 3.84017 -0.32037 -1.44014
C 3.19754 0.12575 -2.77344
C 2.31188 1.38472 -2.66479
C 0.87330 1.25275 -3.20016
C -0.18470 1.57335 -2.15055
C -1.55956 1.87160 -2.73714
C -2.60675 2.26768 -1.68291
C -3.89755 1.46183 -1.78375
C -3.69818 -0.02249 -1.45550
C -4.62855 -0.94802 -2.23192
C -4.29308 -2.43002 -2.04631
C -4.67410 -3.32398 -3.23043
C -6.11900 -3.87409 -3.25776
N -7.01892 -3.32506 -2.20672
S -7.08563 -4.12725 -0.77759
O -6.03317 -5.07032 -0.67144
O -8.43548 -4.43872 -0.47033
F -6.70154 -2.95050 0.18223
H 5.11350 -5.62002 -1.02000
H 6.53499 -4.96840 -1.88353
H 5.10152 -5.44956 -2.77280
H 3.80045 -3.62112 -1.84281
H 5.25415 -2.98391 -2.57277
H 5.89162 -3.55406 0.17643
H 4.32142 -2.79616 0.21228
H 6.98012 -1.66364 -0.66420
H 5.83712 -1.03573 0.49600
H 5.60698 -0.91037 -2.54398
H 5.86089 0.39732 -1.42047
H 3.35193 -1.23596 -1.09899
H 3.65308 0.43798 -0.67460
H 4.00725 0.32784 -3.47737
H 2.58943 -0.69672 -3.15388
H 2.80929 2.18829 -3.21442
H 2.27451 1.71239 -1.62138
H 0.71943 1.89514 -4.07152
H 0.70923 0.22918 -3.55231
H 0.13136 2.44233 -1.56212
H -0.28006 0.73400 -1.45183
H -1.90455 1.01105 -3.32071
H -1.44296 2.69000 -3.45478
H -2.18159 2.16161 -0.67924
H -2.84414 3.32775 -1.80013
H -4.63440 1.87839 -1.09170
H -4.32510 1.57208 -2.78614
H -2.65907 -0.32641 -1.61825
H -3.89866 -0.15947 -0.38786
H -4.57501 -0.69927 -3.29774
H -5.65754 -0.76868 -1.90521
H -4.74066 -2.78443 -1.12223
H -3.21322 -2.52469 -1.89978
H -4.53343 -2.73967 -4.14231
H -3.98462 -4.16614 -3.27945
H -6.59419 -3.57428 -4.19056
H -6.12114 -4.96376 -3.24125
H -7.97970 -3.34066 -2.53561
C 0.96712 6.12485 0.90455
C 0.67457 5.25765 -0.18436
C 1.86466 4.94122 -0.78419
N 2.86100 5.58679 -0.10733
C 2.32484 6.30351 0.92854
H 0.26507 6.55612 1.59821
H -0.29658 4.89964 -0.48415
H 2.08909 4.30626 -1.62510
H 3.83783 5.52790 -0.32827
H 2.95161 6.86574 1.60013
C -1.01657 9.99983 2.18995
C -0.25847 10.67033 3.19007
C 1.06399 10.51903 2.86914
N 1.13237 9.78403 1.71681
C -0.12762 9.46488 1.29631
H -2.08917 9.91870 2.13586
H -0.64103 11.20041 4.04605
H 1.95526 10.86954 3.36038
H 1.97627 9.51155 1.24788
H -0.28021 8.88462 0.40296
C 4.53776 -8.68088 -5.16415
C 5.39250 -8.44456 -6.27661
C 6.59831 -8.02239 -5.78594
N 6.50758 -8.00562 -4.41820
C 5.25618 -8.40320 -4.03372
H 3.51439 -9.01476 -5.19294
H 5.14752 -8.56741 -7.31809
H 7.50746 -7.74353 -6.29182
H 7.24010 -7.74749 -3.78429
H 4.98577 -8.45212 -2.99296
C 11.22386 -4.75546 -5.89818
C 10.24404 -4.59641 -6.91696
C 9.06310 -5.08748 -6.42943
N 9.29281 -5.53579 -5.15721
C 10.60576 -5.33704 -4.82461
H 12.26226 -4.47461 -5.94936
H 10.39078 -4.16981 -7.89485
H 8.08458 -5.15336 -6.87360
H 8.59954 -5.94372 -4.55947
H 10.98602 -5.62359 -3.85928
C -7.30884 -0.14317 1.30214
C -7.02605 1.22713 1.55848
C -7.15738 1.42515 2.90692
N -7.50646 0.22903 3.47202
C -7.60309 -0.73147 2.50212
H -7.29947 -0.63336 0.34382
H -6.75699 1.97930 0.83566
H -7.03380 2.30895 3.50877
H -7.68612 0.09089 4.44977
H -7.87058 -1.74590 2.74380
C -9.70427 0.51957 7.83358
C -8.87787 1.42258 8.55776
C -7.58232 1.16360 8.20260
N -7.59284 0.14185 7.29169
C -8.88393 -0.25580 7.06027
H -10.77857 0.44866 7.87439
H -9.19919 2.16928 9.26417
H -6.65876 1.61487 8.52130
H -6.77464 -0.26131 6.87282
H -9.10715 -1.05568 6.37420
C 4.88833 3.40877 3.77035
C 4.24076 3.58233 2.51647
C 3.66334 2.38625 2.18415
N 3.93730 1.49832 3.18773
C 4.68200 2.11177 4.15796
H 5.43730 4.15095 4.32523
H 4.19300 4.47885 1.92535
H 3.07847 2.09911 1.32667
H 3.63499 0.54229 3.21006
H 4.99687 1.57843 5.03817
C -9.90627 -1.61022 13.24151
C -9.27436 -1.04850 12.09780
C -10.23106 -0.90646 11.12842
N -11.41440 -1.36084 11.64400
C -11.22706 -1.79076 12.92956
H -9.44413 -1.85276 14.18371
H -8.23641 -0.77850 11.99748
H -10.16341 -0.52182 10.12469
H -12.28799 -1.37877 11.15204
H -12.04328 -2.18516 13.50980
C 5.29792 3.24133 -5.02950
C 5.86919 2.55068 -6.13349
C 6.92935 1.82676 -5.65749
N 7.02080 2.05361 -4.31170
C 6.03231 2.91416 -3.92080
H 4.44547 3.89987 -5.04862
H 5.53826 2.58170 -7.15782
H 7.62057 1.17212 -6.15960
H 7.70756 1.64839 -3.70312
H 5.93110 3.21264 -2.89121
*
```

Its SMILES is CCCCCCCCCCCCCCCCCCNS(=O)(=O)F.c1cc[nH]c1.c1cc[nH]c1.c1cc[nH]c1.c1cc[nH]c1.c1cc[nH]c1.c1cc[nH]c1.c1cc[nH]c1.c1cc[nH]c1.c1cc[nH]c1. For the molecular weight, the calculation gives 955.391 g/mol.

Results of the Löwdin charge analysis, in e, for atoms 1 through 6:
1. C -0.12
2. C -0.26
3. C -0.22
4. C -0.21
5. C -0.23
6. C -0.19

In order of appearance, orbital gap = 7.68, 8.49 eV.